Record 1
# C70H79BFN9O17

A cluster of 8 separate species, C70H79BFN9O17 in total (ωB97M-V/def2-TZVPD, the Open Molecules 2025 dataset).

Last column: Mulliken charge in e.
Atoms and positions in Å:
H: -3.75 -5.14 -11.10  0.43
O: -5.66 -5.40 -12.62  -0.60
C: 1.34 2.46 0.64  -0.79
C: 11.32 0.10 2.03  -0.74
H: -10.96 6.53 -10.47  0.37
N: 2.39 -1.95 10.98  1.03
H: -6.93 -0.49 9.48  0.44
C: 1.43 -5.66 12.79  -0.37
H: 10.91 -1.79 -0.20  0.17
C: -10.36 8.07 -11.84  -0.40
H: 10.93 -0.93 4.47  0.32
H: -1.74 -5.25 1.73  0.23
O: -2.97 -4.31 4.81  -0.56
H: -4.73 7.42 -7.73  0.44
H: 1.05 -6.37 10.80  0.37
C: -1.07 0.13 -3.30  -0.39
C: 9.84 -0.35 2.50  0.28
H: -8.75 5.44 -10.43  0.44
N: -6.17 -4.43 -12.08  0.98
O: 2.76 -1.04 11.71  -0.59
H: -4.86 2.47 11.85  0.44
C: 10.04 -1.27 3.83  -0.58
H: 2.24 3.03 1.07  0.29
H: 9.38 0.44 -0.16  -0.22
H: 4.56 -3.12 0.37  0.48
C: 10.22 -1.37 -2.39  -0.77
H: 0.16 -2.95 8.16  0.38
C: 5.48 0.81 2.68  -0.51
H: -8.57 3.44 9.95  0.37
H: 6.16 -0.77 -0.97  -0.10
H: -4.28 -1.21 6.82  0.46
C: -3.03 -3.00 0.45  0.14
C: -7.79 2.72 10.16  -0.38
O: -4.56 -2.85 5.02  -0.61
O: 4.98 1.45 -0.96  -0.60
H: 11.05 -1.68 -3.13  0.28
N: -0.96 0.58 0.68  -0.44
H: -3.50 -2.08 -8.12  0.19
C: -1.82 1.09 -2.62  -0.16
H: 0.49 2.57 1.42  0.36
O: -0.21 3.83 -0.66  -0.55
C: -2.61 -0.99 8.13  -0.34
C: -9.32 8.60 -12.61  -0.43
H: 6.67 -3.35 -2.37  0.36
H: 9.38 -1.04 1.71  -0.24
H: 5.92 1.74 -0.85  0.27
H: -0.81 -0.99 9.31  0.40
O: 2.29 -1.87 9.76  -0.60
O: -5.67 6.70 -12.49  -0.60
H: 8.22 -1.33 -0.61  -0.61
O: -4.92 7.93 -5.34  -0.61
H: 10.94 2.10 0.97  0.31
C: 0.77 3.03 -0.74  0.05
H: -3.43 -5.71 1.04  0.35
N: -3.48 -3.34 5.35  1.01
H: 8.25 -2.31 4.84  0.23
C: 2.12 -3.36 12.99  -0.36
H: -2.52 -4.04 -9.28  0.38
F: -4.17 -2.49 -0.25  -0.37
C: -2.88 -5.17 1.90  -1.15
H: 9.80 -3.55 -2.18  0.24
C: -4.88 6.36 -7.57  -0.50
C: 1.59 0.86 0.55  -0.12
C: 9.17 -2.58 -2.25  -0.82
H: 2.42 -2.52 13.62  0.44
C: -3.31 -1.60 7.10  -0.50
H: 12.44 1.10 0.37  0.31
H: -3.50 2.42 -2.68  0.44
H: 1.87 -4.69 14.66  0.37
C: 2.06 -2.19 0.34  -1.18
N: -5.06 6.73 -5.14  1.02
H: -6.65 4.09 11.37  0.37
H: -5.12 3.48 -9.35  0.43
H: -7.27 8.41 -13.19  0.43
H: 9.74 -0.43 -2.84  0.36
H: -2.59 -3.08 2.63  0.07
C: -5.69 2.17 11.23  -0.34
C: 11.34 1.04 0.73  -0.88
H: -1.53 1.38 -1.61  0.65
C: 5.03 2.00 1.64  -0.38
H: -3.04 -0.13 8.64  0.47
C: -5.05 5.84 -6.30  0.06
C: 0.31 -0.09 0.55  1.00
O: -2.23 -0.86 -7.13  -0.67
H: -3.11 -5.66 2.91  0.33
H: 4.29 2.74 2.14  0.28
H: -1.07 -4.06 6.33  0.45
C: -0.81 -2.58 7.86  -0.16
H: -2.64 -3.89 -0.19  0.32
H: -6.98 -2.31 -10.61  0.43
C: -8.90 6.32 -11.05  -0.24
H: 11.98 -0.83 1.93  0.27
C: 5.54 -1.73 -1.13  0.13
C: -1.78 -1.97 0.49  0.31
H: 11.75 0.73 2.90  0.44
C: 3.31 -1.26 0.33  0.98
N: -2.90 0.00 -6.57  1.01
H: 12.10 -0.85 -1.24  0.43
H: 9.05 -0.97 5.85  0.26
N: -6.56 6.19 -11.82  0.99
H: -4.15 1.79 -4.98  0.30
C: 6.65 -2.91 -1.30  -0.91
H: -5.37 4.05 -5.11  0.50
C: 8.16 -2.41 -0.99  0.62
C: -6.86 0.51 9.90  -0.30
O: -4.78 -1.18 10.43  -0.57
H: -5.73 -1.23 -8.78  0.42
B: 4.38 1.25 0.36  0.29
C: -5.77 0.89 10.69  0.15
H: 4.88 -1.59 -2.05  0.40
C: 0.59 -1.60 0.42  -0.07
H: 1.58 -4.21 9.73  0.37
C: -10.15 6.93 -11.06  -0.46
C: 8.71 -1.24 4.79  -0.63
H: 1.16 2.73 -1.78  0.36
C: 2.04 -3.23 11.61  0.03
H: 6.43 -3.81 -0.61  0.33
C: -1.51 -3.20 6.83  -0.45
H: -0.84 -0.99 -5.12  0.46
C: -5.26 3.62 -7.21  -0.14
C: 1.65 -4.30 10.81  -0.06
H: -8.71 1.15 9.02  0.37
O: -5.20 6.23 -4.03  -0.61
H: -4.40 -3.45 2.28  0.44
H: 6.31 0.23 2.15  -0.12
C: 10.97 -0.98 -1.01  -0.37
H: 9.14 0.54 2.73  0.26
C: -5.30 -2.09 -9.29  -0.33
C: -5.24 4.47 -6.10  -0.48
C: 1.81 -4.58 13.58  -0.43
C: -1.43 -0.24 -4.59  -0.56
C: 10.47 0.47 -0.51  -0.23
C: -2.93 1.68 -3.22  -1.20
C: -1.96 -0.43 0.66  0.18
C: -8.07 7.99 -12.59  -0.38
O: -7.25 -3.96 -12.40  -0.60
N: -4.70 -0.07 10.95  1.01
H: 10.52 1.20 -1.41  0.44
H: 10.20 -2.36 3.49  0.27
H: 7.91 -0.54 4.36  0.04
C: -7.87 6.85 -11.82  0.11
H: 5.95 2.59 1.27  0.19
C: -1.36 -1.48 8.51  -0.68
H: -0.21 -0.33 -2.83  0.49
C: 4.73 -1.98 0.24  -1.04
C: -6.01 -2.70 -10.32  -0.31
C: -7.87 1.43 9.64  -0.47
H: 5.77 1.24 3.70  0.42
C: -2.75 -2.70 6.45  0.09
C: -3.29 1.32 -4.52  0.09
C: 3.05 0.29 0.42  0.19
C: -2.54 0.36 -5.20  -0.02
H: -3.25 0.62 1.62  0.35
H: 5.45 -1.69 1.11  0.09
C: -4.19 -4.29 -10.61  -0.26
O: -3.86 0.57 -7.08  -0.55
C: -4.05 -2.57 -8.92  -0.10
H: 8.56 -3.10 -0.15  0.28
H: -9.49 9.48 -13.21  0.37
C: -3.50 -3.67 -9.58  -0.58
H: -4.76 5.91 -9.67  0.55
C: -3.34 -3.60 1.91  -0.32
H: 2.18 -3.32 0.26  0.26
H: 1.20 -6.61 13.26  0.37
C: -5.09 4.14 -8.49  -0.84
C: -6.71 3.09 10.96  -0.46
H: 4.58 0.08 2.75  0.20
O: -3.77 0.29 11.66  -0.60
O: -3.32 0.04 0.82  -0.49
H: -5.41 2.56 -7.07  0.43
O: -6.43 5.18 -11.15  -0.56
N: -0.49 -2.56 0.37  -0.49
H: -11.34 8.54 -11.86  0.37
H: 8.54 -2.62 -3.21  0.35
C: -5.44 -3.80 -10.98  -0.06
C: -4.90 5.51 -8.67  -0.24
C: 1.35 -5.52 11.41  -0.55

Computed properties:
* HOMO energy: -8.5 eV
* HOMO-LUMO gap: 7.48 eV

Record 2
# C17H17N10O2S4Ta

A structure of composition C17H17N10O2S4Ta (ωB97M-V/def2-TZVPD, the Open Molecules 2025 dataset).

Last column: Mulliken charge in e.
Atoms and positions in Å:
O: 2.19 -1.48 -3.01  -0.58
N: -1.64 -1.06 -1.83  0.22
H: 1.41 2.04 0.25  -0.03
C: -1.82 -2.29 -2.38  0.96
C: 2.80 1.60 -1.75  0.68
C: 4.24 1.73 -5.73  -0.67
H: -4.42 0.47 -2.94  0.46
C: -3.71 -0.33 -2.79  -0.89
H: -0.08 2.48 -0.35  0.35
S: 3.31 2.41 -0.42  -0.42
H: -3.07 -3.56 -3.58  0.50
H: -4.77 -1.80 -3.96  0.50
H: 0.12 2.86 2.03  0.26
N: 1.76 0.68 -1.76  -0.30
N: 2.63 -5.84 -1.12  -0.27
C: -2.58 -0.11 -2.05  -0.08
N: 0.90 -4.35 -1.56  -0.01
Ta: 0.14 -0.25 -0.81  0.62
C: 3.38 1.74 -3.10  0.23
H: 4.59 1.74 -6.76  0.45
C: -0.79 -3.23 -2.13  1.12
C: -3.90 -1.59 -3.36  -0.38
H: 5.57 3.29 -5.13  0.45
C: -2.95 -2.57 -3.15  -1.00
N: 2.57 -3.78 -0.09  -0.69
H: 3.48 -6.03 -0.61  0.28
H: -2.39 0.87 -1.61  0.44
S: -1.29 -0.35 1.21  -0.31
N: 0.86 -2.15 -0.56  0.14
H: 2.82 0.14 -6.07  0.51
C: 3.24 0.83 -5.36  -0.71
C: 2.04 -4.68 -0.94  0.61
H: -2.08 0.58 3.68  0.24
C: 0.31 -3.12 -1.36  -0.94
C: 4.80 2.61 -4.81  -0.62
C: 2.83 0.87 -4.05  0.72
C: 4.38 2.62 -3.48  -0.81
N: -0.10 1.98 1.57  -0.41
S: -0.37 -4.90 -2.64  -0.03
H: 4.82 3.31 -2.77  0.44
N: 2.59 -1.79 0.96  -0.19
C: 2.01 -2.61 0.10  0.47
C: -0.92 1.08 2.10  0.83
O: 0.30 -0.03 -3.58  -0.56
N: -1.46 1.28 3.28  -0.38
N: 0.36 1.79 0.26  -0.23
H: 3.43 -2.11 1.42  0.30
H: 2.17 -0.93 1.28  0.06
H: -1.31 2.11 3.83  0.24
S: 1.70 -0.15 -3.23  1.23
H: 2.27 -6.54 -1.74  0.23

Computed properties:
* spin multiplicity: 2
* energy relative to the best compared isomer or geometry (same formula, charge and spin): 47.9 kcal/mol
* charge: +3
* HOMO energy (spin up / spin down): -16.4 / -16.5 eV
* HOMO-LUMO gap (spin up / spin down): 6.23 / 6.53 eV

Record 3
# C31H26Br3N5O10

A cluster of 6 separate species, C31H26Br3N5O10 in total (ωB97M-V/def2-TZVPD, the Open Molecules 2025 dataset).

Last column: Mulliken charge in e.
Atoms and positions in Å:
H: 10.54 -19.60 -15.62  0.45
H: 12.37 -15.85 -23.34  0.39
C: 17.44 -15.25 -18.36  0.22
O: 19.64 -14.90 -18.50  -0.57
C: 3.74 -18.81 -19.82  0.26
C: 15.96 -19.21 -24.31  -0.51
C: 14.72 -12.94 -22.52  0.02
C: 12.35 -21.92 -17.24  -0.64
H: 3.81 -15.51 -19.48  0.36
C: 12.99 -15.00 -23.09  -0.37
C: 11.79 -21.10 -14.56  0.07
H: 6.27 -16.03 -20.23  0.19
Br: 11.75 -17.31 -18.31  0.04
C: 14.57 -19.64 -21.87  0.09
C: 10.54 -17.61 -19.95  -0.48
N: 13.79 -19.58 -20.67  0.99
H: 5.11 -20.20 -20.65  0.44
H: 18.07 -13.25 -17.97  0.44
H: 11.15 -17.60 -20.86  0.56
O: 11.87 -21.54 -12.26  -0.57
H: 14.64 -12.43 -24.60  0.44
O: 15.83 -11.42 -21.12  -0.59
C: 14.36 -13.15 -23.84  -0.28
H: 16.62 -19.17 -25.16  0.40
H: 13.03 -20.55 -23.13  0.45
H: 2.37 -17.28 -19.12  0.40
H: 13.16 -14.23 -25.18  0.40
H: 6.83 -18.27 -21.09  0.57
C: 12.63 -22.25 -14.80  -0.52
H: 15.70 -12.42 -17.74  0.44
H: 12.64 -22.38 -18.17  0.41
H: 12.80 -15.24 -20.96  0.47
O: 1.55 -19.50 -19.28  -0.60
C: 5.88 -18.07 -20.61  -0.26
C: 4.22 -16.49 -19.67  -0.54
C: 13.48 -14.18 -24.15  -0.70
C: 12.79 -22.66 -16.16  -0.34
C: 13.24 -14.65 -21.76  -0.40
C: 14.90 -14.45 -17.85  -0.31
H: 14.32 -16.43 -18.01  -0.17
Br: 9.47 -19.28 -19.71  -0.06
O: 15.91 -11.06 -23.24  -0.60
H: 14.31 -13.46 -20.47  0.34
H: 13.31 -23.57 -16.40  0.35
C: 11.57 -20.78 -17.02  0.45
O: 14.10 -18.93 -19.70  -0.44
C: 16.43 -16.18 -18.24  -0.35
N: 15.54 -11.67 -22.28  1.03
C: 5.47 -16.76 -20.22  -0.43
O: 10.87 -19.72 -12.88  -0.57
H: 17.35 -18.17 -23.04  0.40
C: 14.77 -19.91 -24.34  -0.46
N: 18.79 -15.69 -18.79  0.95
O: 12.66 -20.08 -20.73  -0.56
N: 2.69 -19.87 -19.62  0.95
H: 13.17 -22.80 -14.05  0.41
C: 4.98 -19.16 -20.41  -0.60
H: 11.16 -20.24 -17.86  -0.05
H: 16.62 -17.24 -18.38  0.40
H: 14.38 -20.25 -25.29  0.40
C: 15.17 -15.77 -17.94  -0.07
N: 11.51 -20.73 -13.13  0.96
H: 13.87 -14.15 -17.70  0.42
C: 3.33 -17.51 -19.56  -0.23
O: 2.99 -21.01 -19.65  -0.57
C: 14.25 -13.72 -21.52  -0.13
H: 16.25 -18.66 -20.96  0.41
C: 15.95 -13.47 -17.81  -0.48
C: 14.04 -20.15 -23.11  -0.33
C: 11.20 -20.46 -15.66  -0.40
Br: 9.20 -16.05 -19.97  -0.03
C: 15.86 -19.08 -21.87  -0.30
C: 16.50 -18.83 -23.08  -0.47
O: 19.03 -16.74 -19.43  -0.60
C: 17.23 -13.92 -17.99  -0.40

Computed properties:
* energy relative to the best compared isomer or geometry (same formula, charge and spin): 71.1 kcal/mol
* HOMO energy: -9.8 eV
* HOMO-LUMO gap: 8.28 eV

Record 4
# C5H12N2O

A structure of composition C5H12N2O (ωB97M-V/def2-TZVPD, the Open Molecules 2025 dataset).

Last column: Mulliken charge in e.
Atoms and positions in Å:
C: -1.34 -0.55 -1.33  -1.22
H: -2.37 1.66 -0.09  0.30
H: -1.68 1.33 1.56  0.30
H: 0.86 1.69 -1.13  0.32
C: -1.22 -0.10 0.09  1.08
O: 1.48 -1.49 -0.43  -0.50
H: 1.06 1.82 1.21  0.30
N: 1.07 -0.78 0.81  -0.25
C: -1.70 1.07 0.52  -1.15
N: 1.65 1.22 -0.68  -0.53
H: -0.55 -0.71 2.04  0.36
H: 2.43 0.73 1.25  0.27
H: 2.07 -2.19 -0.11  0.32
H: 1.79 0.33 -1.19  0.34
H: -0.61 -2.03 0.86  0.40
H: -0.36 -0.72 -1.76  0.26
C: 1.56 1.03 0.67  -0.35
C: -0.36 -0.97 1.00  -0.92
H: -1.92 0.17 -1.92  0.36
H: -1.86 -1.52 -1.37  0.32

Computed properties:
* energy relative to the best compared isomer or geometry (same formula, charge and spin): 115.5 kcal/mol
* HOMO energy: -8.2 eV
* HOMO-LUMO gap: 9.03 eV

For the records above, the corresponding max |F| values read 6.6, 1.0, 3.9, 3.5 eV/Å.
For the records above, the corresponding DFT total energy values read -4610.43693, -3004.94525, -9944.54108, -382.31854 Eh.